1.
ORCA calculation (ωB97M-V with the def2-TZVPD basis set) on the molecule CH3NOS in a non-equilibrium geometry.

Last column: natural (NBO) charge in e.
Element x y z (Å)
C1 -0.25 -0.12 0.12  -0.257
N1 0.86 0.55 0.53  -0.812
O1 -1.82 -1.16 -1.64  -0.953
S1 -0.64 -0.28 -1.52  0.975
H1 -0.69 -0.90 0.81  0.236
H2 1.19 0.49 1.52  0.398
H3 1.36 1.42 0.16  0.414

Values from the calculation:
**Charge**: 0
**HOMO energy (alpha / beta)**: -7.9 / -7.9 eV


2.
ORCA calculation (ωB97M-V with the def2-TZVPD basis set) on the molecule C23H35N3O2.

Last column: natural (NBO) charge in e.
Element x y z (Å)
C1 -5.17 2.31 -0.82  -0.618
C2 -4.37 1.74 0.35  -0.060
O1 -3.07 2.28 0.28  -0.517
C3 -2.14 1.91 1.20  0.293
C4 -2.39 1.03 2.25  -0.309
C5 -1.39 0.72 3.16  -0.184
C6 -0.14 1.30 3.04  -0.258
C7 0.11 2.17 1.99  -0.211
C8 -0.86 2.47 1.06  -0.009
C9 -0.55 3.39 -0.11  -0.247
N1 -0.04 2.79 -1.32  -0.444
C10 1.28 2.19 -1.26  -0.214
C11 1.29 0.73 -0.81  -0.434
C12 0.37 -0.10 -1.70  -0.027
N2 0.42 -1.50 -1.32  -0.460
C13 -0.28 -1.88 -0.11  -0.226
C14 0.13 -3.32 0.26  -0.408
C15 1.36 -3.72 -0.56  -0.298
C16 2.55 -2.76 -0.42  0.720
O2 3.37 -2.61 -1.31  -0.654
N3 2.70 -2.19 0.79  -0.622
C17 3.76 -1.29 1.09  -0.060
C18 4.31 -1.22 2.48  -0.430
C19 3.50 -0.08 1.93  -0.436
C20 0.95 -3.76 -2.03  -0.407
C21 0.17 -2.47 -2.37  -0.214
C22 -1.04 0.52 -1.70  -0.442
C23 -0.95 2.00 -2.11  -0.214
H1 -6.18 1.92 -0.79  0.215
H2 -5.19 3.39 -0.75  0.215
H3 -4.70 2.03 -1.76  0.213
H4 -4.33 0.64 0.28  0.172
H5 -4.85 2.01 1.30  0.174
H6 -3.36 0.58 2.37  0.220
H7 -1.60 0.03 3.96  0.213
H8 0.63 1.08 3.76  0.214
H9 1.09 2.63 1.90  0.212
H10 0.19 4.13 0.22  0.199
H11 -1.46 3.93 -0.38  0.215
H12 1.91 2.80 -0.60  0.195
H13 1.70 2.25 -2.27  0.189
H14 0.95 0.67 0.23  0.206
H15 2.30 0.33 -0.87  0.225
H16 0.77 -0.05 -2.72  0.193
H17 -1.38 -1.84 -0.24  0.168
H18 -0.01 -1.18 0.68  0.206
H19 -0.67 -4.01 0.01  0.212
H20 0.30 -3.41 1.33  0.199
H21 1.71 -4.71 -0.25  0.233
H22 2.00 -2.31 1.50  0.390
H23 4.44 -1.22 0.25  0.249
H24 5.37 -1.09 2.62  0.219
H25 3.85 -1.85 3.24  0.209
H26 4.01 0.84 1.69  0.219
H27 2.51 0.06 2.32  0.211
H28 1.86 -3.82 -2.64  0.240
H29 0.34 -4.64 -2.23  0.200
H30 -0.91 -2.69 -2.46  0.157
H31 0.52 -2.07 -3.32  0.209
H32 -1.46 0.45 -0.70  0.202
H33 -1.69 -0.01 -2.40  0.205
H34 -1.94 2.46 -2.06  0.207
H35 -0.60 2.05 -3.15  0.184

Values from the calculation:
**Charge**: 0
**SMILES string**: CCOc1ccccc1CN1CCC(N2CCC(C(=O)NC3CC3)CC2)CC1
**HOMO energy**: -7.9 eV


3.
ORCA calculation (ωB97M-V with the def2-TZVPD basis set) on the molecule C4H2O3 in a non-equilibrium geometry.

Last column: Löwdin spin population.
Element x y z (Å)
C1 -2.60 0.04 -1.03  0.698
C2 -1.56 0.25 -0.07  0.242
C3 -1.08 -1.19 0.05  0.246
C4 -0.10 -0.12 0.00  0.112
O1 -1.37 -2.31 0.23  0.367
O2 -3.46 0.52 -0.12  0.142
O3 -2.47 0.80 0.87  0.147
H1 0.48 0.06 -0.90  0.038
H2 0.43 0.09 0.92  0.007

Values from the calculation:
**Expectation value of S²**: 2.0128
**Charge**: 0
**2S+1**: 3
**HOMO energy (alpha / beta)**: -6.5 / -9.4 eV


4.
ORCA calculation (ωB97M-V with the def2-TZVPD basis set) on a cluster of 2 separate species, C15H34ClNP in total in a non-equilibrium geometry.

Last column: natural (NBO) charge in e.
Element x y z (Å)
C1 -3.86 -0.38 3.51  -0.430
N1 -2.54 -1.03 3.55  -0.257
C2 -2.48 -2.51 3.52  -0.437
C3 -1.46 -0.30 3.58  0.195
Cl1 0.11 -0.93 3.60  0.184
H1 -4.62 -1.17 3.52  0.245
H2 -4.00 0.28 4.38  0.247
H3 -3.97 0.23 2.61  0.249
H4 -3.52 -2.86 3.50  0.240
H5 -1.95 -2.86 2.63  0.253
H6 -1.97 -2.89 4.41  0.252
H7 -1.55 0.79 3.65  0.255
C4 -2.68 -0.69 -4.42  -0.603
C5 -2.12 0.01 -3.18  -0.400
C6 -1.79 -0.99 -2.07  -0.403
C7 -1.23 -0.31 -0.81  -0.696
P1 0.41 0.50 -1.13  0.817
C8 0.71 1.21 0.56  -0.694
C9 0.70 2.74 0.51  -0.402
C10 1.86 3.32 -0.31  -0.402
C11 1.87 4.84 -0.28  -0.602
C12 1.46 -1.02 -0.96  -0.703
C13 2.94 -0.68 -1.19  -0.404
C14 3.87 -1.89 -1.01  -0.391
C15 3.90 -2.44 0.41  -0.611
H8 -2.91 0.06 -5.19  0.218
H9 -1.95 -1.39 -4.84  0.205
H10 -3.59 -1.23 -4.19  0.201
H11 -1.23 0.59 -3.45  0.213
H12 -2.86 0.73 -2.80  0.192
H13 -2.70 -1.53 -1.79  0.199
H14 -1.08 -1.73 -2.46  0.201
H15 -1.91 0.50 -0.48  0.211
H16 -1.11 -1.03 0.00  0.187
H17 -0.06 0.84 1.25  0.176
H18 1.69 0.85 0.92  0.222
H19 -0.25 3.10 0.08  0.198
H20 0.75 3.12 1.54  0.194
H21 2.81 2.94 0.10  0.193
H22 1.79 2.96 -1.34  0.215
H23 2.70 5.21 -0.88  0.218
H24 0.94 5.25 -0.69  0.205
H25 1.99 5.22 0.74  0.201
H26 1.29 -1.45 0.04  0.193
H27 1.11 -1.75 -1.71  0.227
H28 3.07 -0.30 -2.21  0.218
H29 3.26 0.11 -0.49  0.191
H30 3.56 -2.68 -1.71  0.199
H31 4.87 -1.57 -1.31  0.210
H32 4.66 -3.22 0.49  0.222
H33 4.14 -1.66 1.13  0.197
H34 2.94 -2.88 0.68  0.191

Values from the calculation:
**Charge**: +1
**HOMO energy**: -10.8 eV


5.
ORCA calculation (ωB97M-V with the def2-TZVPD basis set) on the molecule C5H8N2O in a non-equilibrium geometry.

Last column: natural (NBO) charge in e.
Element x y z (Å)
H1 -4.43 0.86 -0.02  0.352
N1 -3.88 -0.06 -0.24  -0.725
C1 -2.55 0.03 0.14  0.280
N2 -1.59 -0.83 -0.15  -0.597
C2 -0.17 -0.40 -0.37  -0.046
C3 0.53 0.78 -0.41  -0.310
C4 2.03 0.59 -0.48  0.021
C5 2.50 -0.33 0.74  -0.113
O1 2.48 -0.76 -0.62  -0.512
H2 -2.08 0.69 0.94  0.157
H3 -1.68 -1.69 -0.54  0.402
H4 0.55 -1.23 -0.72  0.246
H5 0.31 1.81 -0.06  0.229
H6 2.99 1.37 -0.60  0.225
H7 1.53 -0.70 1.33  0.202
H8 3.47 -0.14 1.05  0.189

Values from the calculation:
**Charge**: 0
**SMILES string**: [H]/N=C/N/C=C/[C@H]1CO1
**HOMO energy**: -8.5 eV


6.
ORCA calculation (ωB97M-V with the def2-TZVPD basis set) on the molecule C3H4O2 in a non-equilibrium geometry.

Last column: natural (NBO) charge in e.
Element x y z (Å)
C1 -1.75 -0.09 -0.06  -0.442
C2 -0.48 -0.39 0.02  0.099
O1 0.46 0.67 0.09  -0.515
C3 1.76 0.40 -0.05  0.653
O2 2.23 -0.69 -0.02  -0.571
H1 -2.53 -0.80 0.03  0.214
H2 -2.08 0.92 -0.09  0.211
H3 0.02 -1.39 0.17  0.222
H4 2.37 1.36 -0.08  0.129

Values from the calculation:
**Charge**: 0
**SMILES string**: C=COC=O
**HOMO energy**: -10.0 eV


7.
ORCA calculation (ωB97M-V with the def2-TZVPD basis set) on a structure of composition C2H7IN4 in a non-equilibrium geometry.

Last column: natural (NBO) charge in e.
Element x y z (Å)
C1 -0.26 0.07 -1.51  0.364
C2 0.21 0.20 1.29  0.803
N1 -0.17 -0.46 -2.70  -0.698
N2 -0.80 0.63 1.94  -0.732
N3 1.46 0.31 1.53  -0.728
N4 -0.15 -0.63 -0.41  -0.615
I1 -2.79 -0.03 1.92  0.598
H1 -0.11 1.24 -1.43  0.261
H2 -0.54 0.09 -3.50  0.466
H3 -0.08 -1.52 -2.83  0.448
H4 -0.45 1.04 2.77  0.442
H5 1.60 0.67 2.46  0.449
H6 2.28 0.09 0.95  0.491
H7 -0.20 -1.69 -0.48  0.452

Values from the calculation:
**Charge**: +2
**HOMO energy**: -17.9 eV


8.
ORCA calculation (ωB97M-V with the def2-TZVPD basis set) on the molecule C7H11N in a non-equilibrium geometry.

Last column: natural (NBO) charge in e.
Element x y z (Å)
C1 2.09 0.00 -0.12  -0.588
C2 0.71 0.10 -0.08  -0.006
C3 0.01 1.30 -0.71  -0.164
C4 -1.34 1.29 -0.40  -0.214
C5 -1.45 0.06 0.52  -0.276
C6 -1.23 -1.17 -0.46  -0.203
N1 0.07 -0.93 -0.88  -0.635
C7 -0.04 0.11 1.26  -0.406
H1 2.41 -0.15 -1.08  0.226
H2 2.45 -0.82 0.73  0.211
H3 2.70 1.04 0.15  0.223
H4 0.36 1.91 -1.54  0.213
H5 -2.07 2.03 -0.55  0.219
H6 -2.45 -0.17 0.96  0.225
H7 -2.14 -1.18 -1.22  0.193
H8 -1.44 -2.11 0.24  0.180
H9 0.65 -1.79 -0.72  0.360
H10 0.38 1.12 1.83  0.225
H11 0.33 -0.65 2.06  0.216

Values from the calculation:
**Charge**: 0
**SMILES string**: C[C@@]12C=C[C@@H](CN1)C2
**HOMO energy**: -8.4 eV


9.
ORCA calculation (ωB97M-V with the def2-TZVPD basis set) on the molecule C2H2O2 in a non-equilibrium geometry.

Last column: natural (NBO) charge in e.
Element x y z (Å)
C1 -0.16 0.31 -0.31  -0.101
C2 -1.28 -0.11 0.15  -0.038
O1 0.96 0.09 0.54  -0.124
O2 2.03 -0.14 -0.11  -0.151
H1 -0.10 0.43 -1.43  0.230
H2 -1.46 -0.58 1.15  0.182

Values from the calculation:
**Charge**: 0
**HOMO energy (alpha / beta)**: -9.9 / -10.2 eV


10.
ORCA calculation (ωB97M-V with the def2-TZVPD basis set) on a cluster of 2 separate species, C4H10N2O2 in total.

Last column: natural (NBO) charge in e.
Element x y z (Å)
N1 0.34 2.14 0.40  -0.844
C1 -0.74 2.45 1.18  0.773
N2 -0.66 1.99 2.49  -0.855
O1 -1.70 3.09 0.79  -0.636
H1 1.22 2.00 0.87  0.386
H2 0.41 2.68 -0.44  0.400
H3 -1.56 2.06 2.95  0.396
H4 -0.25 1.09 2.66  0.381
C2 1.87 -1.49 -0.58  -0.390
C3 0.54 -1.50 -0.47  -0.176
C4 -0.38 -1.76 -1.61  -0.110
O2 -1.24 -2.85 -1.21  -0.714
H5 2.49 -1.40 0.30  0.197
H6 2.33 -1.51 -1.56  0.192
H7 0.07 -1.21 0.46  0.198
H8 -1.02 -0.89 -1.82  0.173
H9 0.18 -2.00 -2.51  0.163
H10 -1.89 -2.90 -1.90  0.465

Values from the calculation:
**Charge**: 0
**SMILES string**: NC(N)=O.C=CCO
**HOMO energy**: -9.9 eV


11.
ORCA calculation (ωB97M-V with the def2-TZVPD basis set) on a cluster of 2 separate species, C4H9O2P in total in a non-equilibrium geometry.

Last column: natural (NBO) charge in e.
Element x y z (Å)
C1 0.57 0.26 1.01  -0.539
C2 1.80 -0.44 0.61  -0.087
C3 0.37 -0.77 -1.08  -0.208
C4 -0.45 -0.11 -0.06  0.125
O1 1.77 -0.36 -0.80  -0.502
O2 -1.19 1.79 -0.85  -0.931
P1 -2.19 -0.71 0.11  0.290
H1 0.28 -0.02 2.08  0.228
H2 0.35 1.29 0.95  0.282
H3 2.64 0.15 1.05  0.212
H4 1.72 -1.48 0.99  0.171
H5 0.23 -1.88 -0.93  0.208
H6 0.26 -0.49 -2.05  0.242
H7 -0.51 2.47 -0.77  0.437
H8 -2.73 0.00 -0.98  0.049
H9 -2.90 0.29 0.73  0.022

Values from the calculation:
**Charge**: 0
**HOMO energy (alpha / beta)**: -9.3 / -9.3 eV


12.
ORCA calculation (ωB97M-V with the def2-TZVPD basis set) on a cluster of 10 separate species, C39H46F5NO4 in total in a non-equilibrium geometry.

Last column: Mulliken charge in e.
Element x y z (Å)
F1 -1.98 2.37 2.60  -0.100
C1 -1.85 1.79 3.81  0.210
C2 -1.67 2.62 4.90  -0.372
C3 -1.58 2.04 6.17  -0.577
C4 -1.69 0.67 6.29  -0.460
C5 -1.88 -0.16 5.18  -0.626
C6 -1.89 0.40 3.92  0.108
H1 -1.64 3.69 4.74  0.429
H2 -1.36 2.66 7.03  0.403
H3 -1.67 0.23 7.28  0.367
H4 -1.95 -1.23 5.29  0.440
H5 -2.11 -0.17 3.02  0.308
F2 -6.05 5.87 -1.20  -0.333
C7 -5.31 4.83 -0.77  0.298
C8 -5.15 4.66 0.60  -0.316
C9 -4.37 3.63 1.11  -0.756
C10 -3.73 2.78 0.22  0.160
C11 -3.95 2.92 -1.15  -0.367
C12 -4.73 3.95 -1.66  -0.459
H6 -5.69 5.30 1.28  0.406
H7 -4.20 3.55 2.18  0.381
H8 -3.17 1.89 0.47  0.136
H9 -3.55 2.09 -1.71  0.357
H10 -4.89 4.05 -2.73  0.416
F3 -0.66 1.12 -2.93  -0.024
C13 0.30 0.80 -3.82  -0.271
C14 0.01 0.85 -5.17  -0.791
C15 1.04 0.63 -6.09  -0.403
C16 2.31 0.29 -5.63  -0.740
C17 2.56 0.19 -4.27  -0.331
C18 1.55 0.45 -3.36  0.819
H11 -0.98 1.17 -5.48  0.433
H12 0.85 0.64 -7.15  0.382
H13 3.10 0.18 -6.36  0.392
H14 3.55 -0.12 -3.97  0.272
H15 1.82 0.52 -2.31  0.268
F4 4.19 4.38 -0.38  -0.401
C19 2.92 3.95 -0.36  0.338
C20 2.40 3.50 0.83  -0.553
C21 1.07 3.05 0.86  -0.109
C22 0.33 3.02 -0.31  -0.692
C23 0.90 3.38 -1.52  -0.564
C24 2.17 3.94 -1.53  -0.623
H16 3.01 3.55 1.72  0.444
H17 0.63 2.83 1.82  0.436
H18 -0.70 2.67 -0.27  0.642
H19 0.42 3.22 -2.47  0.642
H20 2.65 4.30 -2.43  0.427
F5 0.12 -3.83 -1.92  -0.216
C25 0.65 -4.76 -1.12  -0.229
C26 1.36 -5.84 -1.60  -0.510
C27 2.10 -6.65 -0.74  -0.451
C28 2.08 -6.41 0.63  -0.580
C29 1.34 -5.34 1.13  -0.560
C30 0.62 -4.55 0.26  0.338
H21 1.33 -6.09 -2.66  0.404
H22 2.67 -7.46 -1.17  0.410
H23 2.66 -7.06 1.28  0.380
H24 1.44 -5.09 2.18  0.427
H25 0.14 -3.62 0.58  0.624
C31 3.84 0.27 -0.41  0.149
C32 3.52 -1.03 -0.73  -0.305
C33 4.30 -1.73 -1.62  -0.554
N1 5.39 -1.21 -2.20  -0.610
C34 5.74 0.02 -1.82  -0.367
C35 5.02 0.79 -0.90  -0.454
H26 3.20 0.84 0.25  0.417
H27 2.56 -1.44 -0.41  0.456
H28 4.00 -2.74 -1.88  0.451
H29 6.66 0.42 -2.24  0.366
H30 5.34 1.81 -0.71  0.405
C36 -2.83 -3.81 1.52  -0.576
O1 -2.70 -2.42 1.67  -0.499
H31 -1.85 -4.31 1.54  0.158
H32 -3.40 -4.25 2.34  0.287
H33 -3.29 -4.07 0.56  0.194
H34 -1.75 -2.19 1.56  0.177
C37 -0.60 -0.43 0.31  0.372
O2 -0.21 -1.22 1.44  -0.207
H35 0.20 0.23 -0.03  -0.153
H36 -0.91 -1.04 -0.53  0.104
H37 -1.49 0.14 0.62  0.127
H38 0.49 -0.72 1.89  0.018
C38 2.65 -1.54 2.79  -0.502
O3 1.99 -0.27 2.83  -0.591
H39 2.44 -2.18 3.65  0.268
H40 2.41 -2.10 1.89  0.028
H41 3.72 -1.33 2.72  0.430
H42 2.62 0.43 2.98  0.293
C39 -3.66 -1.37 -1.93  -0.750
O4 -3.79 -0.27 -1.06  -0.223
H43 -4.23 -2.23 -1.58  0.307
H44 -4.12 -1.17 -2.92  0.283
H45 -2.67 -1.65 -2.27  0.190
H46 -4.48 -0.49 -0.44  0.228

Values from the calculation:
**Charge**: 0
**SMILES string**: Fc1ccccc1.Fc1ccccc1.Fc1ccccc1.Fc1ccccc1.Fc1ccccc1.c1ccncc1.CO.CO.CO.CO
**HOMO energy**: -8.9 eV


M values, unit g/mol, following the record order: 77.11, 385.55, 98.06, 294.87, 112.13, 72.06, 214.01, 109.17, 58.04, 118.14, 120.09, 687.79.